1.
Computed, not measured: a single C15H19N5O3S molecule, with ωB97M-V with the def2-TZVPD basis set.

The relative energy (zero: lowest compared OMol25 entry of this formula, charge and spin) is 141.9 kJ/mol. The HOMO-LUMO gap is 8.4 eV. Its LUMO energy is 0.66 eV. As for the net charge: 0. The highest occupied orbital energy comes out at -7.75 eV. Its structure (SMILES) is COc1cc2c(cc1OC)CN(C(=O)CSc1n[nH]c(N)n1)CC2.

CARTESIAN COORDINATES (ANGSTROEM)
C1 -3.758 3.252 1.795
H1 -3.293 4.175 1.433
O1 -2.900 2.537 2.646
C2 -1.726 2.071 2.135
C3 -1.282 2.273 0.843
C4 -0.062 1.763 0.404
C5 0.721 1.036 1.282
C6 0.284 0.823 2.588
C7 -0.924 1.325 3.029
O2 -1.432 1.165 4.283
C8 -0.711 0.379 5.196
H2 0.268 0.817 5.422
H3 -1.311 0.358 6.104
H4 -0.574 -0.643 4.828
H5 0.910 0.246 3.250
C9 2.061 0.477 0.864
N1 2.210 0.469 -0.571
C10 2.347 -0.606 -1.372
O3 2.381 -0.506 -2.588
C11 2.439 -1.971 -0.715
H6 2.668 -2.712 -1.480
H7 3.159 -2.024 0.098
S1 0.786 -2.380 -0.026
C12 -0.060 -2.144 -1.532
N2 -1.023 -1.274 -1.701
N3 -1.307 -1.386 -3.022
C13 -0.488 -2.316 -3.573
N4 0.300 -2.816 -2.649
N5 -0.550 -2.712 -4.872
H8 -0.852 -2.018 -5.537
H9 0.255 -3.246 -5.161
H10 -2.043 -0.837 -3.435
C14 1.873 1.746 -1.166
C15 0.369 1.969 -1.022
H11 -0.156 1.241 -1.647
H12 0.100 2.970 -1.365
H13 2.430 2.531 -0.646
H14 2.169 1.722 -2.216
H15 2.859 1.109 1.285
H16 2.174 -0.524 1.276
H17 -1.881 2.832 0.141
H18 -4.629 3.502 2.399
H19 -4.074 2.646 0.939

Löwdin atomic charge list, values in e, 2 entries: -0.09 0.10

---

2.
Computed, not measured: a molecular structure, C22H38NO2P3STi in a non-equilibrium geometry, with ωB97M-V with the def2-TZVPD basis set.

The HOMO-LUMO gap is 5.8 eV. Its LUMO energy is -15.05 eV. As for the net charge: +4. The highest occupied orbital energy comes out at -20.87 eV.

CARTESIAN COORDINATES (ANGSTROEM)
P1 -2.249 -1.429 0.363
C1 -3.786 -0.541 1.063
H1 -4.541 -1.258 1.386
H2 -4.248 0.091 0.305
H3 -3.538 0.080 1.922
C2 -3.300 -2.314 -0.949
H4 -2.809 -3.206 -1.333
H5 -3.500 -1.637 -1.781
H6 -4.255 -2.634 -0.534
C3 -2.264 -2.713 1.766
H7 -3.216 -3.243 1.793
H8 -2.129 -2.218 2.728
H9 -1.470 -3.450 1.663
P2 2.029 -0.239 1.746
C4 2.037 0.884 3.289
H10 3.007 0.861 3.786
H11 1.297 0.551 4.016
H12 1.825 1.921 3.035
C5 2.502 -1.754 2.791
H13 2.945 -2.546 2.189
H14 1.618 -2.148 3.294
H15 3.236 -1.490 3.552
C6 3.742 0.376 1.198
H16 4.481 0.210 1.982
H17 3.708 1.446 0.992
H18 4.092 -0.120 0.295
P3 0.394 1.307 -2.316
C7 0.123 3.196 -2.352
H19 0.089 3.568 -3.376
H20 0.938 3.716 -1.849
H21 -0.813 3.479 -1.872
C8 2.009 1.470 -3.304
H22 1.918 2.231 -4.079
H23 2.275 0.541 -3.805
H24 2.823 1.756 -2.638
C9 -0.866 1.034 -3.713
H25 -0.582 1.597 -4.603
H26 -1.852 1.377 -3.402
H27 -0.957 -0.013 -3.993
Ti1 0.000 0.000 0.000
C10 -0.747 0.277 2.028
O1 -1.159 0.447 3.077
C11 0.877 1.954 0.403
O2 1.317 2.979 0.643
C12 2.274 -1.941 -1.985
C13 1.172 -2.175 -2.738
C14 0.092 -2.792 -2.250
C15 0.281 -3.507 -1.113
C16 1.335 -3.315 -0.316
C17 2.391 -2.672 -0.873
H28 3.141 -1.441 -2.385
H29 1.159 -1.857 -3.767
H30 -0.762 -2.948 -2.888
H31 -0.441 -4.256 -0.836
H32 1.434 -3.902 0.583
H33 3.360 -2.749 -0.409
S1 -1.911 1.671 -0.255
C18 -1.927 2.889 0.918
N1 -1.172 4.031 0.795
C19 -1.190 5.037 1.713
C20 -2.012 4.956 2.828
C21 -2.829 3.846 2.975
C22 -2.800 2.826 2.024
H34 -0.546 4.199 -0.006
H35 -0.565 5.910 1.573
H36 -2.030 5.754 3.558
H37 -3.497 3.778 3.824
H38 -3.479 2.031 2.181

Löwdin atomic charge list, values in e, 2 entries: 0.86 -0.25

---

3.
Computed, not measured: a molecular structure, C32H61MgN7O5P2SSi4Te, with ωB97M-V with the def2-TZVPD basis set.

The relative energy (zero: lowest compared OMol25 entry of this formula, charge and spin) is 104.3 kJ/mol. The HOMO-LUMO gap is 4.9 eV. Its LUMO energy is 3.65 eV. As for the net charge: -2. The highest occupied orbital energy comes out at -1.30 eV.

CARTESIAN COORDINATES (ANGSTROEM)
Mg1 0.837 2.625 0.474
O1 2.164 3.596 -0.563
C1 3.195 3.042 -1.123
C2 3.730 3.598 -2.312
C3 4.834 3.065 -2.935
C4 5.491 1.947 -2.412
C5 4.998 1.382 -1.256
C6 3.876 1.895 -0.597
C7 3.491 1.272 0.657
N1 2.484 1.702 1.314
N2 2.285 1.263 2.613
C8 1.281 1.919 3.126
O2 0.550 2.816 2.548
C9 0.987 1.606 4.565
C10 1.868 0.846 5.334
C11 1.592 0.589 6.668
C12 0.431 1.080 7.255
C13 -0.455 1.827 6.492
C14 -0.175 2.088 5.156
H1 3.201 4.445 -2.731
H2 5.191 3.516 -3.855
H3 6.354 1.524 -2.912
H4 5.474 0.502 -0.835
H5 4.157 0.531 1.101
H6 2.762 0.468 4.860
H7 2.288 0.002 7.256
H8 0.223 0.885 8.300
H9 -1.368 2.208 6.936
H10 -0.861 2.651 4.542
C15 -2.800 0.553 3.722
N3 -1.734 0.429 2.751
C16 -1.002 -0.839 2.824
P1 -1.715 1.165 1.287
O3 -0.393 1.066 0.639
O4 -2.237 2.677 1.682
P2 -1.789 4.023 0.873
O5 -0.871 3.669 -0.233
N4 -1.199 5.119 1.945
C17 -1.416 5.013 3.379
C18 0.088 5.740 1.617
N5 -3.212 4.657 0.327
C19 -4.232 4.965 1.311
C20 -3.751 4.122 -0.925
N6 -2.839 0.531 0.274
C21 -4.244 0.528 0.626
C22 -2.593 0.514 -1.178
H11 -3.557 -0.233 3.605
H12 -3.283 1.527 3.639
H13 -2.377 0.468 4.726
H14 -1.665 -1.690 2.632
H15 -0.572 -0.929 3.825
H16 -0.191 -0.854 2.095
H17 -2.249 4.345 3.599
H18 -1.648 6.002 3.788
H19 -0.524 4.615 3.864
H20 0.244 5.762 0.540
H21 0.908 5.184 2.076
H22 0.084 6.765 1.995
H23 -3.799 5.486 2.165
H24 -4.750 4.064 1.668
H25 -4.972 5.625 0.855
H26 -2.965 3.916 -1.648
H27 -4.414 4.871 -1.362
H28 -4.330 3.206 -0.763
H29 -4.384 0.490 1.706
H30 -4.719 -0.357 0.193
H31 -4.765 1.412 0.242
H32 -1.528 0.565 -1.392
H33 -3.086 1.352 -1.679
H34 -2.983 -0.425 -1.575
C23 -2.067 -3.074 -0.537
Si1 -1.269 -3.489 -2.199
C24 -1.850 -5.242 -2.647
C25 -2.049 -2.329 -3.466
Si2 1.049 -3.239 -2.079
Te1 1.620 -1.215 -0.895
Si3 1.853 -3.365 -4.264
C26 1.465 -4.976 -5.188
C27 3.733 -3.194 -4.245
C28 1.183 -1.960 -5.320
Si4 1.806 -5.121 -0.910
C29 3.627 -4.884 -0.472
C30 1.678 -6.838 -1.709
C31 0.887 -5.236 0.739
H35 -3.159 -3.063 -0.621
H36 -1.728 -2.089 -0.208
H37 -1.783 -3.789 0.239
H38 -2.942 -5.284 -2.719
H39 -1.530 -5.968 -1.894
H40 -1.433 -5.564 -3.604
H41 -3.127 -2.236 -3.295
H42 -1.896 -2.688 -4.487
H43 -1.605 -1.332 -3.407
H44 1.807 -5.856 -4.640
H45 1.954 -4.970 -6.167
H46 0.389 -5.091 -5.348
H47 4.210 -4.060 -3.779
H48 4.012 -2.313 -3.662
H49 4.132 -3.081 -5.258
H50 0.130 -2.109 -5.570
H51 1.748 -1.870 -6.253
H52 1.250 -1.008 -4.787
H53 4.265 -4.966 -1.356
H54 3.962 -5.616 0.269
H55 3.764 -3.879 -0.065
H56 2.237 -6.884 -2.646
H57 0.644 -7.106 -1.935
H58 2.089 -7.591 -1.029
H59 0.841 -4.242 1.193
H60 1.396 -5.913 1.432
H61 -0.140 -5.587 0.605
S1 -0.191 2.110 -3.583
C32 -1.671 2.848 -3.746
N7 -2.715 3.366 -3.862

Löwdin atomic charge list, values in e, 2 entries: 0.54 -0.13

---

4.
Computed, not measured: 2 unconnected molecules or ions with the total composition C3H5ClS in a non-equilibrium geometry, with ωB97M-V with the def2-TZVPD basis set.

The relative energy (zero: lowest compared OMol25 entry of this formula, charge and spin) is 379.2 kJ/mol. The HOMO-LUMO gap (alpha / beta) is 8.3 / 8.2 eV. Its LUMO energy (alpha / beta) is -0.13 / 0.34 eV. As for the net charge: 0. The highest occupied orbital energy (alpha / beta) comes out at -8.42 / -7.87 eV.

CARTESIAN COORDINATES (ANGSTROEM)
C1 -1.417 -0.718 1.222
C2 -1.614 -0.034 -0.093
C3 0.712 0.803 -0.993
S1 -1.626 -1.762 -0.210
Cl1 -2.599 1.240 -0.464
H1 -0.448 -0.584 1.492
H2 -2.206 -0.746 1.966
H3 0.513 0.531 -1.970
H4 1.107 0.052 -0.275
H5 0.374 1.738 -0.638

Löwdin atomic charge list, values in e, 2 entries: -0.47 -1.15